Record 1
# C12H24ClI2N2OP2Y

A structure of composition C12H24ClI2N2OP2Y in a non-equilibrium geometry (the ωB97M-V functional and the def2-TZVPD basis, the Open Molecules 2025 dataset).

The geometry in ORCA input format:
```
! wB97M-V def2-TZVPD RIJCOSX def2/J DEFGRID3
* xyz 2 1
I 0.10739 -0.47975 -3.80268
I 0.10637 2.24244 -4.43010
Y 0.21988 0.73720 -0.97250
P -2.72909 1.19550 -0.99625
C -3.68213 1.13124 -2.56701
C -3.89629 0.06264 -0.09827
H -4.86871 0.56532 -0.12625
H -4.63910 2.57203 -0.58156
H -3.59081 -0.10111 0.93575
H -3.20281 3.34392 0.14094
H -3.51629 0.19738 -3.10018
H -3.99674 -0.91955 -0.58040
C -3.57778 2.81797 -0.72914
H -4.72556 1.21928 -2.23402
H -3.53828 3.45079 -1.62525
H -3.43779 1.99997 -3.18461
P 3.15221 1.04736 -1.11593
C 3.90458 1.31017 -2.80799
C 3.91840 2.69072 -0.80953
H 4.37643 0.13858 0.86694
H 5.42415 0.32251 -0.56713
H 4.29537 -1.05109 -0.44576
C 4.42632 0.00789 -0.22444
H 3.54270 3.19272 0.06575
H 4.98669 2.47249 -0.69748
H 4.97811 1.39041 -2.61742
H 3.57178 2.27675 -3.19515
H 3.85031 3.32578 -1.69822
H 3.70586 0.52947 -3.53095
Cl -0.35297 2.17334 1.02928
N -0.34893 -3.83052 4.89784
C -0.61166 -4.14166 3.60451
O -0.96025 -5.25532 3.23329
C -0.37710 -2.93502 2.70735
C 0.13925 -1.66584 3.03753
C 0.33375 -0.75131 2.01049
N -0.06622 -0.95592 0.71822
C -0.71238 -2.12384 0.46723
C -0.63228 -3.18124 1.36407
H -0.47793 -4.53939 5.57504
H -0.14613 -2.88891 5.21857
H 0.33512 -1.43068 4.07262
H 0.75632 0.22607 2.18579
H -1.28185 -2.18439 -0.43972
H -0.76192 -4.20440 1.04673
*
```

## Properties
- relative energy (zero: lowest compared OMol25 entry of this formula, charge and spin) (eV) = 0.0000
- HOMO-LUMO gap (hartree) = 0.21521
- molar mass (g/mol) = 652.45
- strongest force on any atom (hartree/bohr) = 0.048

Atomic partial charges in e from the Löwdin method, atoms 1 to 4: I 0.30; I 0.31; Y 0.68; P 0.70


Record 2
# C12H24IN5O9RuS2

A structure of composition C12H24IN5O9RuS2 (the ωB97M-V functional and the def2-TZVPD basis, the Open Molecules 2025 dataset).

The geometry in ORCA input format:
```
! wB97M-V def2-TZVPD RIJCOSX def2/J DEFGRID3
* xyz 0 1
Ru 0.77176 0.17479 0.91136
O -1.29784 0.07837 0.54381
S -1.90692 1.45871 0.81088
O -2.23902 1.66160 2.20073
O -0.26464 2.27446 0.73321
O 0.36013 1.57454 -0.29515
I 1.72413 -3.31205 0.83474
C 0.98563 -1.54374 -0.12218
H 0.00855 -1.82033 -0.51048
H 1.67031 -1.38075 -0.94890
O -1.30391 -1.97464 -2.80240
C -0.67254 -1.10870 -3.34613
O 0.05218 -0.21474 -2.67666
C -0.66946 -0.91262 -4.85798
N 0.26341 0.15793 -5.26138
C -0.49937 1.18423 -5.99940
C -1.74482 0.46700 -6.51119
C -2.06302 -0.47346 -5.35218
H -0.38755 -1.86837 -5.30248
H 1.00379 -0.21519 -5.83723
H 0.52276 0.31858 -3.35322
H 0.11447 1.62008 -6.78628
H -0.78111 1.98784 -5.31434
H -1.50609 -0.10097 -7.41412
H -2.56462 1.14593 -6.74339
H -2.68448 -1.32416 -5.62009
H -2.57940 0.07390 -4.56007
C 3.93884 1.85772 1.99091
S 3.45529 0.33344 1.25804
O 2.66199 0.67589 0.02856
O 4.60348 -0.47720 1.05972
O 2.36986 -0.20777 2.15362
H 4.62805 2.33292 1.29567
H 4.43636 1.64438 2.93368
H 3.04488 2.45878 2.14017
C -1.53015 -3.84789 5.28356
C -0.95248 -2.91649 6.34605
C -1.95472 -1.83528 6.74020
C 0.38294 -2.30393 5.91467
N 0.25607 -1.41465 4.76515
C 0.11364 -1.70442 3.47828
N -0.03895 -0.57004 2.82817
N 0.01369 0.41406 3.75579
N 0.20920 -0.07764 4.90861
H -2.36567 -4.41491 5.69347
H -0.78689 -4.56171 4.92124
H -1.91417 -3.28556 4.42966
H -0.71480 -3.51232 7.23242
H -2.20543 -1.19998 5.88832
H -1.56133 -1.19466 7.53058
H -2.88051 -2.28837 7.09517
H 1.10643 -3.07807 5.65923
H 0.79690 -1.68975 6.71242
H 0.15075 -2.68819 3.04667
*
```

## Properties
- relative energy (zero: lowest compared OMol25 entry of this formula, charge and spin) (eV) = 4.5127
- HOMO-LUMO gap (hartree) = 0.30502
- molar mass (g/mol) = 674.46
- strongest force on any atom (hartree/bohr) = 0.013

Atomic partial charges in e from the Löwdin method, atoms 1 to 4: Ru 1.34; O -0.58; S 0.85; O -0.45


Record 3
# C12H24IO6Tb

A structure of composition C12H24IO6Tb (the ωB97M-V functional and the def2-TZVPD basis, the Open Molecules 2025 dataset).

The geometry in ORCA input format:
```
! wB97M-V def2-TZVPD RIJCOSX def2/J DEFGRID3
* xyz 2 7
Tb -0.19470 -0.07450 -0.83000
C 2.85250 -0.70280 0.46740
C 2.78890 -1.74590 -0.66430
O 1.42220 -1.88340 -1.08620
C 0.76120 -3.13690 -0.89080
C 0.11590 -3.19570 0.50470
O -0.52540 -1.92320 0.74230
C -1.81900 -1.94460 1.36390
C -2.90420 -1.72410 0.29780
O -2.55600 -0.59730 -0.52740
C -3.30620 0.61050 -0.34760
C -2.75890 1.47070 0.80790
O -1.32030 1.38100 0.79340
C -0.60050 2.57920 1.12990
C -0.10660 3.26100 -0.15860
O 0.45200 2.26400 -1.03260
C 1.85520 2.34150 -1.31980
C 2.70300 1.63640 -0.24630
O 2.02260 0.42000 0.12060
H 3.88580 -0.39370 0.64540
H 2.44320 -1.11500 1.39880
H 3.21040 -2.69400 -0.32480
H 3.35020 -1.39500 -1.54260
H 1.44610 -3.97570 -1.04440
H -0.01920 -3.16390 -1.67170
H 0.87480 -3.34720 1.28370
H -0.59480 -4.02380 0.54370
H -1.82090 -1.12390 2.09170
H -1.98930 -2.88250 1.89570
H -3.88250 -1.58900 0.76490
H -2.94820 -2.58890 -0.37550
H -4.36600 0.39350 -0.18010
H -3.20420 1.14940 -1.30270
H -3.11950 1.11050 1.78080
H -3.09410 2.50320 0.67050
H 0.24750 2.26550 1.75410
H -1.21970 3.26760 1.71070
H 0.62110 4.04360 0.07220
H -0.95180 3.70720 -0.69970
H 2.17470 3.38080 -1.44250
H 1.96950 1.82050 -2.28220
H 2.82640 2.25630 0.65170
H 3.68860 1.42490 -0.67250
I -0.20160 -0.28500 -3.65600
*
```

## Properties
- relative energy (zero: lowest compared OMol25 entry of this formula, charge and spin) (eV) = 0.1702
- expectation value of S² = 12.674
- HOMO-LUMO gap (spin up / spin down) (hartree) = 0.34291 / 0.35294
- molar mass (g/mol) = 550.15
- strongest force on any atom (hartree/bohr) = 0.017

Atomic partial charges in e from the Löwdin method, atoms 1 to 4: Tb 1.44; C -0.12; C -0.10; O -0.35


Record 4
# C12H24N2O3

The molecule C12H24N2O3 in a non-equilibrium geometry (the ωB97M-V functional and the def2-TZVPD basis, the Open Molecules 2025 dataset).

The geometry in ORCA input format:
```
! wB97M-V def2-TZVPD RIJCOSX def2/J DEFGRID3
* xyz 0 1
C 2.12963 -0.07026 -0.91964
C 1.76731 0.30202 0.61232
C 1.15736 -1.04685 -1.53959
C 1.13543 -2.39407 -1.02758
C 0.20732 -2.48871 0.14602
C 0.66222 -3.32296 -2.15375
C -0.30884 1.67405 -0.07214
C 0.07097 3.15125 -0.08218
C -1.80901 1.53099 0.44027
C -2.27290 0.11106 0.05368
C -1.79858 1.79937 1.93355
C -2.85756 1.03871 2.71273
H 3.72662 -1.05489 -0.00086
H 4.20747 -0.08072 -1.24425
H 2.18727 0.93930 -1.49063
H 1.46223 -1.21311 -2.63965
H 0.09321 -0.68928 -1.56510
H 2.21832 -2.66592 -0.61848
H 0.46094 -1.71177 0.82164
H -0.89998 -2.52937 0.00003
H 0.50157 -3.39419 0.76891
H -0.42391 -3.29902 -2.22957
H 0.86222 -4.39391 -1.89021
H 1.23613 -3.17000 -3.08410
H 0.80297 1.55468 1.69836
H -0.02220 1.24471 -1.05336
H -2.43685 2.09024 -0.15074
H -1.87344 -0.70130 0.62972
H -3.34896 0.14792 0.43241
H -2.14306 -0.20529 -0.94043
H -1.76556 2.87904 2.11152
H -1.00255 1.35450 2.33139
H -2.73916 -0.12081 2.58887
H -2.83447 1.36785 3.73954
H -3.98293 1.12951 2.50321
H 0.46984 4.42554 -1.51940
N 3.44273 -0.68378 -0.97170
N 0.67695 1.12058 0.83690
O 2.53701 -0.09944 1.46536
O 0.25089 3.96876 0.73193
O 0.25335 3.50556 -1.36502
*
```

## Properties
- relative energy (zero: lowest compared OMol25 entry of this formula, charge and spin) (eV) = 3.1166
- SMILES = CC[C@H](C)[C@H](NC(=O)[C@@H](N)CC(C)C)C(=O)O
- HOMO-LUMO gap (hartree) = 0.35821
- molar mass (g/mol) = 244.33
- strongest force on any atom (hartree/bohr) = 0.091

Atomic partial charges in e from the Löwdin method, atoms 1 to 4: C -0.29; C -0.39; C -0.22; C -0.48


Record 5
# C12H24NO15Tl2

A structure of composition C12H24NO15Tl2 in a non-equilibrium geometry (the ωB97M-V functional and the def2-TZVPD basis, the Open Molecules 2025 dataset).

The geometry in ORCA input format:
```
! wB97M-V def2-TZVPD RIJCOSX def2/J DEFGRID3
* xyz 5 1
Tl 3.40108 2.07618 -2.16728
Tl 3.96439 -1.71681 1.34873
N 0.55928 -0.25070 -0.44041
O 1.23683 -0.91059 0.36270
O 0.94976 0.66042 -1.14479
O -0.65516 -0.42059 -0.36587
C -0.17267 2.95366 1.58508
O -0.12720 4.24341 1.00685
C 0.91480 4.52745 0.21545
O 1.94376 3.90190 -0.04491
O 0.65252 5.71789 -0.27337
C 1.35427 6.24061 -1.37543
H -0.82367 3.00904 2.45790
H 0.79198 2.55764 1.89892
H -0.72026 2.30632 0.89183
H 2.19693 6.81222 -0.96318
H 0.87829 7.06077 -1.91678
H 1.70194 5.35678 -1.91374
C 0.74548 5.23893 -4.85211
O -0.49013 4.73417 -4.38867
C -0.42997 3.57494 -3.60038
O 0.56978 2.94772 -3.26852
O -1.69542 3.29874 -3.31894
C -1.94893 2.24410 -2.36520
H 1.13464 4.64946 -5.68869
H 1.46326 5.20705 -4.02379
H 0.76100 6.29983 -5.10074
H -1.42746 1.29873 -2.53408
H -3.03167 2.14410 -2.33494
H -1.52424 2.51577 -1.39338
C -3.84188 -3.48412 5.46715
O -3.88968 -2.25573 4.73467
C -3.05360 -2.00084 3.69527
O -3.02968 -0.96204 3.05770
O -2.20270 -3.04356 3.50982
C -1.19902 -3.08292 2.52290
H -3.99197 -4.42053 4.92658
H -4.64326 -3.33577 6.19788
H -2.98304 -3.64016 6.13779
H -1.64432 -2.68316 1.61076
H -0.75099 -4.06382 2.36905
H -0.34293 -2.49461 2.85690
C 2.97574 -6.78202 0.80105
O 2.19854 -6.35032 -0.27021
C 1.91069 -5.07341 -0.34098
O 2.31581 -4.10041 0.32058
O 0.96599 -4.99350 -1.28651
C 0.12977 -3.92648 -1.44692
H 3.46108 -7.68512 0.43040
H 2.38157 -6.99308 1.69711
H 3.70333 -6.02811 1.10505
H -0.87335 -4.33113 -1.25954
H 0.00937 -3.42690 -2.41165
H 0.22130 -3.12141 -0.71710
*
```

## Properties
- HOMO-LUMO gap (hartree) = 0.06961
- molar mass (g/mol) = 831.08
- strongest force on any atom (hartree/bohr) = 0.055

Atomic partial charges in e from the Löwdin method, atoms 1 to 4: Tl 1.12; Tl 1.12; N -0.57; O -0.04


Repeat the second record exactly.
# C12H24IN5O9RuS2

A structure of composition C12H24IN5O9RuS2 (the ωB97M-V functional and the def2-TZVPD basis, the Open Molecules 2025 dataset).

The geometry in ORCA input format:
```
! wB97M-V def2-TZVPD RIJCOSX def2/J DEFGRID3
* xyz 0 1
Ru 0.77176 0.17479 0.91136
O -1.29784 0.07837 0.54381
S -1.90692 1.45871 0.81088
O -2.23902 1.66160 2.20073
O -0.26464 2.27446 0.73321
O 0.36013 1.57454 -0.29515
I 1.72413 -3.31205 0.83474
C 0.98563 -1.54374 -0.12218
H 0.00855 -1.82033 -0.51048
H 1.67031 -1.38075 -0.94890
O -1.30391 -1.97464 -2.80240
C -0.67254 -1.10870 -3.34613
O 0.05218 -0.21474 -2.67666
C -0.66946 -0.91262 -4.85798
N 0.26341 0.15793 -5.26138
C -0.49937 1.18423 -5.99940
C -1.74482 0.46700 -6.51119
C -2.06302 -0.47346 -5.35218
H -0.38755 -1.86837 -5.30248
H 1.00379 -0.21519 -5.83723
H 0.52276 0.31858 -3.35322
H 0.11447 1.62008 -6.78628
H -0.78111 1.98784 -5.31434
H -1.50609 -0.10097 -7.41412
H -2.56462 1.14593 -6.74339
H -2.68448 -1.32416 -5.62009
H -2.57940 0.07390 -4.56007
C 3.93884 1.85772 1.99091
S 3.45529 0.33344 1.25804
O 2.66199 0.67589 0.02856
O 4.60348 -0.47720 1.05972
O 2.36986 -0.20777 2.15362
H 4.62805 2.33292 1.29567
H 4.43636 1.64438 2.93368
H 3.04488 2.45878 2.14017
C -1.53015 -3.84789 5.28356
C -0.95248 -2.91649 6.34605
C -1.95472 -1.83528 6.74020
C 0.38294 -2.30393 5.91467
N 0.25607 -1.41465 4.76515
C 0.11364 -1.70442 3.47828
N -0.03895 -0.57004 2.82817
N 0.01369 0.41406 3.75579
N 0.20920 -0.07764 4.90861
H -2.36567 -4.41491 5.69347
H -0.78689 -4.56171 4.92124
H -1.91417 -3.28556 4.42966
H -0.71480 -3.51232 7.23242
H -2.20543 -1.19998 5.88832
H -1.56133 -1.19466 7.53058
H -2.88051 -2.28837 7.09517
H 1.10643 -3.07807 5.65923
H 0.79690 -1.68975 6.71242
H 0.15075 -2.68819 3.04667
*
```

## Properties
- relative energy (zero: lowest compared OMol25 entry of this formula, charge and spin) (eV) = 4.5127
- HOMO-LUMO gap (hartree) = 0.30502
- molar mass (g/mol) = 674.46
- strongest force on any atom (hartree/bohr) = 0.013

Atomic partial charges in e from the Löwdin method, atoms 1 to 4: Ru 1.34; O -0.58; S 0.85; O -0.45